A structure of composition C26H37BrGaINO14 at a distorted geometry, computed with ωB97M-V/def2-TZVPD.

Last column: Löwdin charge in e.
Atoms and positions in Å:
C1 3.3511 -4.6790 -2.0103  -0.1717
C2 3.1208 -3.1889 -2.3279  -0.3567
C3 1.9624 -2.5005 -1.5479  -0.7300
Br1 1.4348 -3.4102 0.1109  0.6190
Ga1 0.3641 -2.2525 -2.8053  0.0743
I1 0.8765 -0.2859 -4.4883  0.6271
C4 -1.3495 -1.8181 -1.8168  -0.2097
C5 -2.4038 -2.9174 -1.7790  -0.2815
C6 -3.0870 -3.2555 -0.5965  -0.0470
C7 -4.0515 -4.2699 -0.6412  -0.1135
C8 -4.3496 -4.9975 -1.7891  -0.1248
C9 -3.6755 -4.6714 -2.9774  -0.0927
C10 -2.7433 -3.6340 -2.9360  -0.0697
O1 0.2939 -3.8856 -3.8499  -0.2428
N1 0.3873 -3.6959 -5.1636  -0.2074
O2 0.3263 -4.7372 -5.7560  -0.0663
H1 2.5413 -5.3205 -2.3856  0.0726
H2 3.5843 -4.8794 -0.9590  0.0322
H3 4.2473 -4.9958 -2.5786  0.0643
H4 3.0004 -3.1148 -3.4192  0.0854
H5 4.0574 -2.6646 -2.0578  0.0782
H6 2.2862 -1.4859 -1.2868  0.0105
H7 -1.0767 -1.5828 -0.7734  0.0349
H8 -1.8365 -0.9035 -2.1992  0.0585
H9 -2.9119 -2.7324 0.3408  0.0884
H10 -4.5859 -4.4934 0.2879  0.0916
H11 -5.0768 -5.8100 -1.8298  0.0852
H12 -3.8414 -5.1844 -3.9244  0.0956
H13 -2.2412 -3.3724 -3.8703  0.0984
C11 1.4558 6.2649 -2.2472  -0.0272
C12 1.1370 5.2047 -3.2731  -0.3442
C13 -0.3247 4.8482 -3.3747  -0.1042
O3 -0.2712 3.5080 -3.8681  0.0630
C14 0.9045 2.9732 -3.4438  -0.5510
O4 1.1844 1.8194 -3.5302  -0.2776
O5 1.7102 3.9416 -2.9118  0.0819
H14 2.5309 6.3161 -2.0740  0.0863
H15 1.1056 7.2431 -2.5790  0.0863
H16 0.9909 6.0346 -1.2869  0.0855
H17 1.5461 5.4909 -4.2472  0.1577
H18 -0.8714 5.4910 -4.0622  0.1369
H19 -0.8346 4.8386 -2.4075  0.1357
C15 -0.1478 1.9975 1.4053  -0.0081
C16 -1.5826 1.7311 1.0215  -0.3216
C17 -2.6050 2.3184 1.9601  -0.1001
O6 -3.7277 1.4432 1.7688  0.0502
C18 -3.2183 0.2360 1.3924  -0.5511
O7 -3.8455 -0.7698 1.3227  0.1567
O8 -1.8976 0.3332 1.1113  0.0934
H20 0.5274 1.3710 0.8220  0.0725
H21 0.1092 3.0445 1.2365  0.0873
H22 0.0289 1.7594 2.4559  0.0933
H23 -1.7572 2.0478 -0.0120  0.1578
H24 -2.8676 3.3457 1.7100  0.1378
H25 -2.3100 2.2684 3.0064  0.1073
C19 7.0773 1.1743 -0.2568  -0.0264
C20 6.0663 0.3863 0.5398  -0.3428
C21 5.6994 -0.9476 -0.0578  -0.1001
O9 4.3862 -1.1581 0.4662  0.0484
C22 3.8468 0.0696 0.6867  -0.5427
O10 2.7095 0.2722 0.9492  0.1658
O11 4.7946 1.0445 0.5619  0.0838
H26 7.1325 2.2010 0.1067  0.0843
H27 8.0664 0.7211 -0.1831  0.0867
H28 6.7938 1.2253 -1.3093  0.0902
H29 6.4054 0.2800 1.5754  0.1567
H30 6.3702 -1.7477 0.2496  0.1402
H31 5.6354 -0.9312 -1.1489  0.1362
C23 -4.9220 0.1727 7.4235  -0.0225
C24 -4.1676 1.2717 6.7172  -0.3343
C25 -4.0560 1.0939 5.2255  -0.0856
O12 -2.8561 1.8247 4.9307  0.0251
C26 -2.0835 1.7851 6.0513  -0.5493
O13 -0.9517 2.1348 6.0973  0.1733
O14 -2.7840 1.2890 7.1049  0.0874
H32 -4.7804 0.2459 8.5021  0.0863
H33 -5.9879 0.2322 7.2034  0.0904
H34 -4.5576 -0.8104 7.1217  0.0915
H35 -4.5967 2.2455 6.9729  0.1580
H36 -4.9039 1.5081 4.6846  0.1444
H37 -3.9095 0.0556 4.9201  0.1479

Results
Net charge: -1
HOMO-LUMO gap, eV: 5.8
Highest occupied orbital energy, hartree: -0.14057


A structure of composition C10H8BF4N2OS2V at a distorted geometry, computed with ωB97M-V/def2-TZVPD.

Last column: Löwdin spin population.
Atoms and positions in Å:
V1 -0.5277 -0.2397 -1.1062  1.0435
S1 1.3316 -0.3341 -2.4880  -0.0409
C1 1.6592 -1.6503 -1.3929  0.0052
C2 2.7030 -2.5664 -1.3944  0.0000
C3 2.7653 -3.4576 -0.3375  0.0003
C4 1.8074 -3.4206 0.6786  -0.0010
C5 0.7778 -2.5125 0.5897  0.0018
N1 0.7195 -1.6503 -0.4336  -0.0003
H1 3.4245 -2.5694 -2.1978  -0.0003
H2 3.5524 -4.1991 -0.3034  0.0001
H3 1.8624 -4.0956 1.5195  -0.0001
H4 -0.0101 -2.4646 1.3299  0.0002
O1 0.0302 0.7365 0.1708  -0.0167
N2 -0.2351 1.9898 0.5292  0.0036
C6 0.2854 2.5149 1.6593  0.0025
C7 0.0199 3.8104 1.9854  0.0032
C8 -0.8071 4.5727 1.1452  0.0022
C9 -1.3414 4.0098 0.0131  0.0027
C10 -1.0461 2.6814 -0.3180  0.0021
S2 -1.5845 1.8453 -1.6968  0.0001
H5 0.8930 1.8473 2.2521  0.0001
H6 0.4371 4.2332 2.8860  0.0001
H7 -1.0285 5.6013 1.3931  0.0000
H8 -1.9943 4.5564 -0.6508  -0.0001
F1 -4.1920 -1.8980 -1.0523  0.0001
B1 -3.0293 -2.0518 -0.4892  0.0009
F2 -2.3541 -3.1824 -0.5113  0.0004
F3 -2.5635 -1.0876 0.3433  0.0068
F4 -1.5550 -1.0189 -2.1230  -0.0164

Results
Energy above the lowest of the compared OMol25 structures with the same formula, charge and spin, eV: 0.946
Net charge: +1
HOMO-LUMO gap (alpha / beta), eV: 7.3 / 7.8
Highest occupied orbital energy (alpha / beta), hartree: -0.44194 / -0.44383
Spin multiplicity: 2


A cluster of 2 separate species, C3H8N2O2S2 in total at a distorted geometry, computed with ωB97M-V/def2-TZVPD.

Last column: natural (NBO) charge in e.
Atoms and positions in Å:
C1 -1.7262 -0.3773 -1.0359  -0.2446
C2 -2.1042 0.9284 -0.2070  -0.5366
C3 0.3705 0.3774 -0.3235  -0.0966
N1 -0.2750 -0.6118 -0.8933  -0.5348
N2 2.2157 0.0803 1.5831  -1.1270
O1 2.3144 -1.2551 -0.5584  -0.9396
O2 2.9215 1.0544 -0.6512  -0.9119
S1 -0.4947 1.7898 -0.0850  0.4509
S2 2.1623 0.0431 -0.0305  2.3239
H1 -2.2069 -1.2466 -0.6079  0.2460
H2 -2.0593 -0.2136 -2.1367  0.2222
H3 -2.7470 1.5652 -0.8402  0.2383
H4 -2.5068 0.7474 0.8436  0.2759
H5 -0.5176 -0.8956 1.6948  -0.7295
H6 0.0609 -1.5131 -0.5673  0.4655
H7 1.3801 -0.4597 1.9787  0.4777
H8 3.2122 -0.0131 1.8365  0.4202

Results
Energy above the lowest of the compared OMol25 structures with the same formula, charge and spin, eV: 3.621
Net charge: 0
HOMO-LUMO gap (alpha / beta), eV: 5.9 / 5.9
Highest occupied orbital energy (alpha / beta), hartree: -0.25007 / -0.25026


The ion C3H10NS2 with charge +1 at a distorted geometry, computed with ωB97M-V/def2-TZVPD.

Last column: natural (NBO) charge in e.
Atoms and positions in Å:
C1 1.8471 -0.4715 -2.0222  -0.7420
S1 0.0389 -0.4627 -1.9577  0.0894
S2 -0.4593 1.3131 -1.0351  0.1471
C2 0.1694 1.0470 0.6265  -0.5898
C3 -0.8135 0.3036 1.5622  -0.2351
N1 -1.6032 -0.7524 0.8074  -0.7088
H1 2.2912 -0.0030 -1.1483  0.2311
H2 2.1634 -0.0583 -2.9680  0.2499
H3 2.1431 -1.5169 -1.9399  0.2483
H4 0.2552 2.0366 1.0734  0.2651
H5 1.1425 0.5719 0.6812  0.2394
H6 -0.2997 -0.1284 2.4129  0.2364
H7 -1.5115 1.0350 1.9609  0.2306
H8 -1.5827 -1.6234 1.3359  0.4428
H9 -1.2063 -0.8420 -0.1468  0.4499
H10 -2.5745 -0.4487 0.7575  0.4457

Results
Energy above the lowest of the compared OMol25 structures with the same formula, charge and spin, eV: 0.281
Net charge: +1
HOMO-LUMO gap, eV: 9.5
SMILES: CSSCC[NH3+]
Highest occupied orbital energy, hartree: -0.47569


| no. | energy (eV) |
| --- | --- |
| 1 | -188237.3594 |
| 2 | -74431.7828 |
| 3 | -31981.2906 |
| 4 | -26427.2688 |